{"formula": "C31H37N5O2SSiY", "method": "ωB97M-V with the def2-TZVPD basis set", "symbols": ["Y", "C", "C", "N", "N", "C", "O", "C", "C", "C", "C", "C", "C", "C", "C", "C", "C", "C", "N", "H", "H", "H", "H", "H", "H", "H", "H", "H", "H", "H", "H", "O", "N", "C", "C", "C", "C", "C", "S", "H", "H", "H", "H", "C", "N", "C", "C", "C", "C", "C", "C", "C", "C", "H", "H", "H", "H", "H", "H", "H", "H", "H", "H", "H", "H", "C", "Si", "C", "C", "H", "H", "H", "H", "H", "H", "H", "H", "H"], "xyz": [[1.517010, -0.352860, 0.000164], [0.203454, -3.644033, 2.933522], [0.950320, -2.792747, 1.951779], [0.259945, -1.787814, 1.184226], [-1.050515, -1.837437, 1.178761], [-1.747468, -0.911543, 0.643094], [-1.073256, 0.272185, 0.219156], [-3.224542, -0.929214, 0.692873], [-3.860470, -1.965203, 1.395485], [-5.239467, -2.040063, 1.476499], [-6.045846, -1.083302, 0.862906], [-5.433400, -0.055433, 0.168870], [-4.045096, 0.020554, 0.079329], [2.280861, -2.886108, 1.765355], [3.134102, -3.776174, 2.556684], [4.451040, -3.874184, 2.296115], [5.062124, -3.090710, 1.249194], [4.259229, -2.226300, 0.579935], [2.928094, -2.068859, 0.786728], [-0.868950, -3.493299, 2.819298], [0.460373, -3.409137, 3.974796], [0.402016, -4.710059, 2.784080], [-3.242264, -2.712565, 1.875463], [-5.691997, -2.854085, 2.032194], [-7.125429, -1.139287, 0.932171], [-6.032092, 0.706704, -0.316788], [-3.617956, 0.840191, -0.475941], [2.690984, -4.351796, 3.358718], [5.064378, -4.540744, 2.894170], [6.116888, -3.152126, 1.021057], [4.685901, -1.584959, -0.187045], [0.860434, -1.571416, -1.886094], [1.070342, -1.461335, -3.175831], [0.573098, -2.444627, -3.964477], [0.713961, -2.404844, -5.321755], [1.387458, -1.314428, -5.885291], [1.880694, -0.330948, -5.070051], [1.729959, -0.373162, -3.666977], [2.309542, 0.834008, -2.613886], [0.078408, -3.230754, -3.414816], [0.305813, -3.206037, -5.920658], [1.522522, -1.247560, -6.957384], [2.406318, 0.523808, -5.471300], [-2.895769, 4.142306, 0.047932], [-1.775432, 3.605883, 0.782812], [-2.185607, 2.728406, 1.866680], [-0.711228, 3.075317, -0.058999], [-1.089493, 2.158586, -1.212578], [-1.198550, 2.667665, -2.505585], [-1.502257, 1.862042, -3.591637], [-1.701002, 0.499290, -3.393135], [-1.582285, -0.037281, -2.123441], [-1.280187, 0.794457, -1.056949], [-3.538847, 4.712325, 0.722543], [-3.513931, 3.367976, -0.435461], [-2.539284, 4.818353, -0.733378], [-2.777043, 3.301065, 2.585546], [-1.304301, 2.344340, 2.382338], [-2.790110, 1.871890, 1.543360], [-0.013375, 2.562178, 0.599581], [-0.167537, 3.915772, -0.497691], [-1.013930, 3.726570, -2.654801], [-1.566186, 2.287343, -4.585250], [-1.934302, -0.152256, -4.227947], [-1.719605, -1.095856, -1.940137], [4.396864, 1.436128, 1.902652], [2.527865, 1.671817, 1.621700], [2.432349, 3.553970, 1.315276], [1.813298, 1.485445, 3.377078], [4.734916, 2.090073, 2.717022], [4.968112, 1.692174, 1.002703], [4.646471, 0.402236, 2.164814], [3.101146, 4.069897, 2.016158], [1.427485, 3.957400, 1.463319], [2.745204, 3.814477, 0.297695], [2.294330, 2.189762, 4.068467], [1.973368, 0.469291, 3.755632], [0.732332, 1.668662, 3.399349]], "atomic_forces_ev_per_a": [[-0.161, -1.381, -1.520], [-0.081, -0.012, 0.090], [-0.775, 0.221, -0.387], [0.373, -0.146, 0.628], [-0.062, -0.537, 0.263], [-0.701, 0.333, -0.114], [0.278, -0.085, -0.320], [0.446, -0.016, 0.002], [-0.096, -0.149, 0.018], [0.076, -0.009, 0.001], [0.060, -0.031, 0.039], [0.142, 0.029, -0.032], [-0.143, 0.106, 0.016], [0.847, -0.022, -0.152], [-0.177, 0.191, -0.269], [0.277, 0.059, -0.131], [-0.017, -0.286, 0.276], [-0.448, 0.118, -0.031], [-0.386, 0.433, 0.252], [0.034, 0.011, -0.010], [-0.004, 0.004, -0.034], [0.010, 0.030, 0.000], [-0.026, 0.034, -0.014], [0.017, 0.025, -0.015], [0.027, -0.010, -0.002], [0.014, -0.011, 0.003], [0.049, 0.055, -0.026], [-0.024, 0.013, -0.021], [0.006, 0.017, -0.013], [-0.026, -0.024, 0.042], [-0.021, 0.057, -0.039], [0.175, -0.039, 0.375], [-0.151, 0.046, 0.100], [0.073, 0.129, 0.052], [-0.011, 0.013, -0.026], [0.007, -0.017, -0.032], [0.034, 0.076, 0.029], [-0.032, -0.042, -0.103], [0.005, -0.052, 0.335], [0.008, 0.018, 0.019], [0.020, 0.020, -0.008], [-0.008, -0.001, 0.014], [-0.014, -0.009, -0.012], [-0.015, 0.018, -0.026], [0.034, -0.069, 0.061], [-0.024, 0.018, -0.003], [-0.005, -0.036, -0.091], [-0.014, 0.187, -0.050], [0.012, 0.026, -0.028], [0.020, -0.062, 0.089], [0.000, 0.065, -0.018], [-0.194, -0.084, -0.066], [-0.032, -0.271, 0.223], [0.009, -0.021, 0.010], [-0.005, 0.002, -0.019], [-0.003, -0.008, 0.023], [-0.001, 0.022, -0.011], [-0.027, 0.022, -0.033], [-0.003, -0.009, -0.017], [0.064, -0.015, -0.034], [-0.005, 0.061, 0.003], [-0.016, -0.020, -0.004], [-0.010, -0.005, 0.014], [0.016, 0.034, 0.016], [0.030, 0.032, -0.009], [0.179, -0.076, 0.015], [0.382, 0.853, 0.463], [0.069, 0.176, 0.013], [-0.085, -0.044, 0.185], [0.032, -0.045, -0.050], [-0.026, -0.009, 0.065], [-0.013, 0.065, -0.005], [-0.037, 0.005, -0.047], [0.032, 0.010, 0.015], [-0.012, -0.005, 0.066], [-0.050, -0.053, -0.006], [-0.010, 0.071, -0.011], [0.092, 0.004, 0.022]], "energy_ev": -64050.7582, "homo_energy_ev": -2.508, "homo_lumo_gap_ev": 4.945, "fmax_ev_per_a": 2.1, "charge": -1, "molar_mass_g_mol": 660.73, "de_lowest_ev": 0.868}